1.
62
Properties=species:S:1:pos:R:3:forces:R:3:mulliken_charge:R:1 method="wB97M-V/def2-TZVPD" molar_mass_da=591.94 charge=+1 multiplicity=3 orbital_gap_ev="7.69 / 7.22" largest_force_ev_per_a=0.82 de_lowest_kcal_mol=0.00 s_squared=2.005
Pd 0.38495 1.69260 -2.05886 -0.004 -0.004 0.100 0.576
O 3.16831 1.08356 -5.03824 0.007 0.010 0.000 -0.668
C 2.40789 1.46789 -4.17767 0.020 -0.052 0.017 0.274
O 1.60695 0.72080 -3.48269 -0.046 0.009 -0.018 -0.350
C 2.38096 2.95323 -3.83456 -0.007 0.016 -0.006 0.687
C 3.21405 3.84405 -4.48819 -0.002 -0.001 -0.005 -0.886
C 3.16295 5.18225 -4.13643 0.000 0.006 0.001 -0.231
C 2.28056 5.58729 -3.14486 0.001 0.000 -0.001 -0.780
C 1.47863 4.63803 -2.53972 -0.001 0.007 0.000 -0.305
N 1.53251 3.34828 -2.87868 -0.030 -0.013 -0.063 0.257
H 3.87481 3.46095 -5.25262 0.001 -0.003 0.002 0.548
H 3.80135 5.90362 -4.62863 0.000 0.001 0.000 0.438
H 2.20889 6.62217 -2.84260 -0.002 0.000 -0.001 0.422
H 0.77082 4.90827 -1.76664 0.003 -0.003 0.004 0.485
C -2.02435 0.77027 -3.92647 0.005 -0.019 -0.003 -0.520
O -1.19741 1.92976 -3.70371 0.036 0.027 0.015 -0.432
H -1.41023 -0.10258 -4.15032 0.002 0.004 0.004 0.274
H -2.71792 0.96419 -4.74305 0.000 0.001 -0.002 0.337
H -2.57409 0.60171 -3.00641 0.004 0.002 -0.003 0.133
H -0.69565 2.09861 -4.51013 -0.025 0.006 -0.007 0.289
C -0.21354 -1.65410 4.49366 0.094 -0.203 -0.029 -0.584
O -1.33124 -1.39720 3.64847 -0.130 -0.112 -0.117 -0.377
C -2.37313 -2.25310 3.71446 0.064 0.149 0.016 0.937
C -2.48236 -3.31344 4.60658 -0.001 -0.036 0.027 -0.658
C -3.61131 -4.12271 4.59124 0.009 0.027 -0.015 -0.672
C -4.64512 -3.89184 3.69868 0.002 -0.006 -0.001 -0.781
C -4.54067 -2.83672 2.80578 0.004 -0.026 -0.040 -0.318
C -3.41315 -2.03513 2.80532 -0.084 -0.091 -0.013 0.077
N -3.35391 -0.91723 1.91158 0.026 0.064 -0.050 0.048
C -2.51289 -0.66858 0.93167 -0.104 -0.034 0.036 -0.320
C -1.49675 -1.44535 0.36351 0.027 -0.035 -0.015 0.658
C -1.22781 -2.81015 0.67620 -0.029 0.031 0.019 -0.375
C -0.23974 -3.49105 0.03872 0.025 -0.003 -0.033 -0.912
C 0.53425 -2.82897 -0.94455 -0.006 -0.036 0.029 -0.698
C 0.30939 -1.52692 -1.28680 -0.026 0.031 -0.003 -0.224
C -0.72588 -0.78082 -0.65796 0.024 -0.024 0.064 0.529
O -0.96503 0.44597 -0.96782 0.022 -0.008 -0.070 -1.175
H 0.53660 -0.91660 4.22893 -0.470 -0.579 0.196 -0.168
H 0.18030 -2.65723 4.31938 -0.067 -0.084 0.029 0.416
H -0.48050 -1.52859 5.54386 -0.021 -0.028 0.022 0.400
H -1.70045 -3.50395 5.32617 0.015 0.007 -0.016 0.445
H -3.67974 -4.93959 5.29699 0.002 -0.004 -0.001 0.409
H -5.52170 -4.52338 3.69377 -0.003 0.002 0.002 0.402
H -5.33001 -2.63606 2.09195 -0.001 0.003 0.001 0.469
H -4.04206 -0.19937 2.08737 0.026 0.027 0.012 0.290
H -2.65325 0.30470 0.47375 0.011 0.010 0.011 0.571
H -1.83739 -3.31883 1.40810 0.004 0.006 0.033 0.424
H -0.05111 -4.53034 0.26669 0.002 0.003 0.005 0.438
H 1.32356 -3.37436 -1.44773 0.000 0.001 -0.004 0.465
H 0.90693 -1.04201 -2.05003 -0.027 -0.018 -0.035 0.656
N 1.42399 0.70167 4.29814 0.426 0.697 -0.080 -0.568
C 1.82054 0.78757 3.22394 0.212 0.273 -0.077 -0.079
C 2.32136 0.88996 1.88153 -0.048 -0.058 -0.013 0.351
C 3.66320 0.66701 1.58825 0.026 -0.019 0.023 -0.149
C 4.07103 0.74340 0.26979 0.004 -0.014 -0.014 -0.951
C 3.13467 1.04310 -0.70505 -0.057 0.014 0.077 -0.352
N 1.85013 1.27242 -0.41625 0.095 0.072 -0.015 0.358
C 1.44597 1.19171 0.84690 -0.045 -0.043 0.011 -0.400
H 4.36105 0.43079 2.38003 0.004 -0.001 -0.005 0.534
H 5.09903 0.56278 -0.00857 0.001 0.005 0.001 0.466
H 3.40172 1.08240 -1.75168 0.028 0.010 -0.009 0.306
H 0.39106 1.34522 1.03552 0.003 0.034 0.003 0.563


2.
64
Properties=species:S:1:pos:R:3:forces:R:3:mulliken_charge:R:1 method="wB97M-V/def2-TZVPD" molar_mass_da=616.44 charge=+2 orbital_gap_ev="7.41 / 7.41" largest_force_ev_per_a=0.88 de_lowest_kcal_mol=1.99
Rh -0.77517 0.77161 1.04860 -0.210 0.792 0.316 -0.219
O 2.09978 1.01928 3.84383 -0.024 0.064 -0.017 -0.636
C 1.28774 1.19760 2.96850 0.014 -0.096 -0.047 -0.034
N 0.35080 0.30620 2.54282 -0.231 -0.080 0.028 0.183
C 0.18158 -0.96517 3.20946 0.034 -0.076 -0.074 -0.644
C -1.11749 -1.57262 2.76145 0.027 0.218 -0.010 0.371
C -1.56853 -2.78098 3.26324 -0.068 -0.008 0.041 -1.010
C -2.78768 -3.27556 2.83885 0.014 0.052 -0.028 -0.332
C -3.51893 -2.55976 1.89657 -0.012 -0.039 0.057 -0.968
C -2.99998 -1.38494 1.41090 -0.008 0.093 -0.027 -0.258
N -1.83161 -0.87796 1.84333 0.266 -0.555 -0.278 0.204
C 1.13478 2.50669 2.23281 -0.087 -0.028 0.060 0.598
C 1.88659 3.61700 2.54550 0.044 -0.009 0.036 -0.680
C 1.60088 4.81770 1.91286 -0.003 0.008 -0.011 -0.342
C 0.56031 4.86633 0.99736 -0.009 -0.033 0.006 -0.956
C -0.15093 3.71190 0.72318 0.084 -0.035 0.045 -0.233
N 0.13905 2.55424 1.32796 0.219 0.242 -0.162 0.322
H 0.18629 -0.82458 4.29405 -0.002 0.011 0.000 0.654
H 1.00156 -1.65999 2.99223 0.031 0.030 -0.027 0.375
H -0.97099 -3.31097 3.99256 -0.002 0.003 0.004 0.497
H -3.16661 -4.20782 3.23568 0.000 -0.003 -0.003 0.459
H -4.47200 -2.91670 1.53477 0.001 0.002 -0.003 0.467
H -3.51125 -0.82925 0.63798 0.050 0.003 0.010 0.571
H 2.66239 3.51506 3.29257 -0.003 0.000 0.002 0.550
H 2.17213 5.70768 2.13973 -0.001 -0.002 0.005 0.463
H 0.29479 5.78653 0.49716 -0.007 -0.005 -0.007 0.472
H -0.96591 3.70735 0.01434 -0.010 -0.005 -0.014 0.518
O 6.45703 -1.28426 -1.02473 0.058 -0.005 0.071 -0.449
C 5.29737 -1.94359 -0.91064 -0.113 0.001 -0.296 0.504
O 5.24723 -3.13634 -0.97908 0.037 0.004 0.112 -0.509
C 4.03496 -1.12935 -0.77746 -0.003 -0.032 0.128 0.564
C 3.88335 0.13793 -1.31955 -0.012 0.024 0.013 -1.107
C 2.65531 0.78460 -1.24413 0.006 0.114 0.074 -0.348
C 1.59651 0.15332 -0.61398 0.126 0.002 0.014 -0.738
C 1.74433 -1.10274 -0.03621 -0.154 -0.099 -0.019 -0.073
C 2.95905 -1.74506 -0.13727 0.091 -0.008 -0.015 -1.376
N 0.30316 0.76008 -0.60447 -0.157 -0.384 -0.130 1.708
C -0.22481 1.17361 -1.69499 -0.078 -0.119 0.110 -0.615
C -1.60865 1.62219 -1.62609 -0.082 -0.136 0.078 0.339
C -2.33157 2.12653 -2.68851 0.105 -0.024 -0.042 -0.780
C -3.66218 2.46725 -2.48240 -0.050 -0.012 0.100 -0.500
C -4.21355 2.29105 -1.22310 0.007 0.028 -0.119 -0.850
C -3.42199 1.78035 -0.20480 0.090 0.019 0.037 -0.431
N -2.14919 1.44580 -0.40328 -0.101 0.070 0.156 0.660
H 6.37051 -0.34606 -0.81852 -0.015 -0.003 0.017 0.330
H 4.70309 0.62539 -1.83290 -0.013 0.007 -0.003 0.421
H 2.52626 1.78114 -1.65057 0.042 -0.047 -0.045 0.577
H 0.89261 -1.58850 0.42897 0.064 0.069 -0.042 0.845
H 3.09747 -2.74182 0.25977 0.007 0.001 0.005 0.548
H 0.31754 1.11545 -2.62908 0.015 0.079 0.020 0.491
H -1.86087 2.24157 -3.65523 -0.009 -0.006 -0.003 0.562
H -4.25791 2.86390 -3.29291 -0.001 0.002 -0.002 0.481
H -5.24388 2.54559 -1.01964 -0.001 0.004 -0.007 0.483
H -3.81243 1.64475 0.79647 0.014 -0.021 -0.007 0.587
N -0.35300 -3.47493 -3.79310 0.031 0.007 -0.052 -0.177
C -0.90298 -3.38763 -2.40428 -0.027 0.020 0.067 -0.694
C -0.98128 -1.87390 -2.07338 0.003 0.015 0.014 0.753
O -0.53874 -1.13616 -2.99673 -0.030 0.029 0.014 -0.825
O -1.43749 -1.55506 -0.97140 0.067 -0.128 -0.186 -0.367
H -1.01540 -3.84762 -4.46950 -0.005 -0.009 0.009 0.352
H 0.51083 -4.00812 -3.86208 0.003 0.007 0.012 0.347
H -0.18250 -2.43758 -3.97894 -0.017 -0.007 0.021 0.314
H -0.23558 -3.89040 -1.70957 -0.004 -0.011 -0.007 0.280
H -1.88423 -3.85026 -2.35501 0.001 0.007 0.002 0.298